(1)
Entry from the Open Molecules 2025 dataset: C32H31N4O7PPdS2 as an isolated structure (ωB97M-V/def2-TZVPD).

Atoms and positions in Å:
Pd: 0.00472 0.75009 0.26076
O: 3.60103 -2.15593 -0.33843
S: 2.44190 -1.40938 0.13697
O: 1.23149 -2.20455 0.24210
O: 2.27474 -0.12239 -0.53536
C: 2.85818 -1.00211 1.86110
C: 4.14814 -1.33831 2.26722
C: 4.57000 -1.14406 3.57270
C: 3.68689 -0.61858 4.50310
C: 2.40799 -0.27033 4.09822
C: 1.96692 -0.43329 2.78080
P: 0.26671 0.18990 2.30226
C: -0.81466 -1.03251 3.14644
C: -0.37750 -2.21088 3.74243
C: -1.29011 -3.11563 4.27471
C: -2.65015 -2.85146 4.22363
C: -3.09791 -1.68319 3.61477
C: -2.19038 -0.79266 3.06576
C: 0.14961 1.58433 3.52275
C: -0.58192 1.57626 4.70893
C: -0.63344 2.70046 5.52544
C: 0.05930 3.85112 5.17798
C: 0.79724 3.87172 3.99977
C: 0.82741 2.75562 3.17921
H: 4.80558 -1.77481 1.52916
H: 5.58012 -1.41405 3.86104
H: 3.98809 -0.47234 5.53454
H: 1.73016 0.14945 4.82938
H: 0.68130 -2.43437 3.78057
H: -0.93064 -4.03459 4.72387
H: -3.36022 -3.55868 4.63704
H: -4.15935 -1.47578 3.54362
H: -2.54585 0.09116 2.54180
H: -1.12330 0.68461 5.00096
H: -1.21806 2.67210 6.43825
H: 0.01860 4.72826 5.81391
H: 1.32967 4.76734 3.69999
H: 1.38071 2.77670 2.24533
N: -1.81406 5.38287 1.42857
C: -0.78505 4.73682 0.76574
C: -1.01432 3.48101 0.18143
N: -0.04431 2.83381 -0.44846
C: 1.15402 3.44736 -0.53791
C: 1.34881 4.68510 0.02941
N: 0.38920 5.34894 0.68932
H: -2.55555 4.77339 1.73965
H: -1.49124 6.02052 2.13871
H: -1.96938 2.96615 0.26942
H: 1.94675 2.90104 -1.03123
H: 2.31745 5.16926 -0.03588
C: -1.79730 3.75671 -5.50448
C: -2.89940 3.77836 -4.47910
C: -2.64086 3.45103 -3.15324
C: -3.65739 3.44895 -2.20916
C: -4.95068 3.76232 -2.59946
C: -5.23349 4.07885 -3.92045
C: -4.20520 4.09600 -4.84853
S: -6.25976 3.75684 -1.39374
O: -7.47707 3.52894 -2.13331
O: -6.12998 4.94072 -0.58811
N: -5.99691 2.48972 -0.43259
C: -5.95801 1.15360 -1.05034
C: -5.05071 0.24426 -0.22917
C: -3.64247 0.84831 -0.04247
O: -2.69137 0.27936 -0.58390
O: -3.63015 1.92175 0.64929
H: -0.82205 3.67686 -5.02616
H: -1.80846 4.66198 -6.11490
H: -1.90861 2.90326 -6.17714
H: -1.64082 3.17093 -2.84348
H: -3.44242 3.16186 -1.18561
H: -6.25307 4.29564 -4.20980
H: -4.42164 4.34510 -5.88231
H: -5.16474 2.60147 0.17792
H: -5.57238 1.21858 -2.07476
H: -6.96876 0.74567 -1.10281
H: -4.96755 -0.71635 -0.73678
H: -5.49005 0.09085 0.76090

The calculation puts the maximum force at 0.38 eV/A. The value obtained for the total energy is -88422.412 eV. As for the charge: -2. The value obtained for the energy relative to the best compared isomer or geometry (same formula, charge and spin) is 35.7 kcal/mol. The value obtained for the HOMO energy is -1.04 eV.

Results of the Mulliken charge analysis, in e, for atoms 1 through 2:
1. Pd -0.845
2. O -0.818

---

(2)
Entry from the Open Molecules 2025 dataset: C32H31NO2 as an isolated structure at a distorted geometry (ωB97M-V/def2-TZVPD).

Atoms and positions in Å:
C: 4.04550 3.14313 0.66170
C: 3.95833 1.62717 0.79365
C: 4.15403 0.91462 -0.55109
C: 4.98134 1.12608 1.82030
O: 2.57876 1.26236 1.31243
C: 1.49773 1.57993 0.49840
C: 0.41164 0.60138 0.71714
N: -0.73344 1.17434 1.07383
C: -1.84491 0.53572 1.32300
C: -3.06802 1.29167 1.40267
C: -4.25138 0.64087 1.77994
C: -5.39363 1.37725 2.05998
C: -5.34939 2.77398 1.98306
C: -4.17183 3.42867 1.59126
C: -3.05015 2.68211 1.24437
C: -1.82765 -0.92810 1.53271
C: -2.66313 -1.76662 0.75997
C: -2.56178 -3.15213 0.91709
C: -1.60148 -3.69899 1.77600
C: -0.76312 -2.85587 2.51913
C: -0.83381 -1.47401 2.35902
O: 1.39306 2.50724 -0.27878
H: 3.91586 3.64604 1.63790
H: 5.06543 3.42144 0.33449
H: 3.29609 3.49866 -0.07384
H: 4.20621 -0.17303 -0.37151
H: 3.25730 1.11490 -1.14778
H: 5.02658 1.24485 -1.15327
H: 4.86022 0.03663 1.97685
H: 6.01431 1.34635 1.45598
H: 4.80669 1.60458 2.80304
H: 0.76413 -0.27313 1.32724
H: -4.25373 -0.44038 1.89340
H: -6.30222 0.84870 2.35866
H: -6.25925 3.32050 2.22746
H: -4.15631 4.51402 1.57048
H: -2.12799 3.14278 0.91070
H: -3.43434 -1.34477 0.10877
H: -3.28253 -3.83036 0.44615
H: -1.49512 -4.78453 1.89347
H: -0.09453 -3.22150 3.29706
H: -0.23938 -0.78406 2.96632
C: 0.01381 -0.55252 -0.90372
C: -0.71890 -0.09260 -2.11281
C: -1.43802 1.11858 -2.09611
C: -2.34721 1.45209 -3.10094
C: -2.56505 0.57575 -4.17365
C: -1.84044 -0.62157 -4.23501
C: -0.94633 -0.96208 -3.21424
C: 1.22402 -1.32972 -1.04645
C: 1.60631 -2.19534 0.00571
C: 2.51826 -3.21396 -0.19357
C: 3.12632 -3.33564 -1.45317
C: 2.83553 -2.42392 -2.48199
C: 1.93667 -1.38695 -2.26325
H: -0.71046 -1.05280 -0.17340
H: -1.24218 1.84081 -1.30364
H: -2.88884 2.40075 -3.06524
H: -3.27309 0.80559 -4.97343
H: -1.96269 -1.29857 -5.08794
H: -0.37107 -1.88711 -3.25609
H: 1.11095 -2.15622 0.97955
H: 2.71591 -3.95052 0.59299
H: 3.74763 -4.20476 -1.67313
H: 3.27906 -2.54487 -3.47780
H: 1.71570 -0.66294 -3.04999

The calculation puts the maximum force at 4.35 eV/A. The value obtained for the total energy is -39270.072 eV. As for the charge: 0. The value obtained for the energy relative to the best compared isomer or geometry (same formula, charge and spin) is 51.1 kcal/mol. The value obtained for the HOMO energy is -7.48 eV.

Results of the Mulliken charge analysis, in e, for atoms 1 through 2:
1. C -1.542
2. C 1.586

---

(3)
Entry from the Open Molecules 2025 dataset: C32H31NO4S2SiTeZn as an isolated structure (ωB97M-V/def2-TZVPD).

Atoms and positions in Å:
Zn: 0.64259 -0.53122 -1.03869
C: -5.49405 0.78977 -2.44762
C: -4.44505 0.22414 -3.16535
C: -3.30682 -0.22207 -2.50169
C: -3.17752 -0.12472 -1.10912
C: -4.24332 0.45705 -0.41206
C: -5.38794 0.90669 -1.06585
Si: -1.62233 -0.81387 -0.21907
C: -2.09432 -2.66559 -0.08307
C: -1.82039 -3.55274 -1.13201
C: -2.13032 -4.90563 -1.04014
C: -2.72031 -5.41116 0.11313
C: -2.99806 -4.55165 1.16981
C: -2.68585 -3.19939 1.06785
H: -6.38398 1.13998 -2.95888
H: -4.50915 0.13642 -4.24579
H: -2.49561 -0.65485 -3.08276
H: -4.17421 0.55540 0.66775
H: -6.20143 1.34593 -0.49677
H: -1.93268 -0.36599 1.18958
H: -1.33403 -3.18446 -2.03227
H: -1.89122 -5.57000 -1.86402
H: -2.94544 -6.46854 0.19600
H: -3.45155 -4.93850 2.07713
H: -2.90055 -2.54015 1.90474
C: -2.99715 -1.02447 4.06406
C: -1.53822 -0.90933 4.42568
C: -0.81332 -2.02145 4.84578
C: 0.53867 -1.92545 5.13412
C: 1.17277 -0.69597 5.00378
C: 0.46646 0.42861 4.60074
C: -0.88516 0.31476 4.31780
S: 2.92489 -0.59744 5.22480
O: 3.27317 0.79815 5.30108
O: 3.27345 -1.48446 6.30290
N: 3.47236 -1.20358 3.83807
C: 3.45231 -0.27548 2.67637
C: 3.44467 -1.11830 1.40314
C: 2.18801 -2.00232 1.34962
O: 1.98498 -2.73576 2.35208
O: 1.43174 -1.92795 0.34779
H: -3.37761 -2.02404 4.27885
H: -3.14244 -0.83384 2.99705
H: -3.59946 -0.29911 4.61590
H: -1.30955 -2.98289 4.92153
H: 1.11179 -2.79293 5.43841
H: 0.98776 1.37321 4.49725
H: -1.43844 1.18641 3.98263
H: 2.89261 -2.02709 3.53012
H: 4.30430 0.39758 2.72133
H: 2.54670 0.33955 2.67916
H: 4.31372 -1.78276 1.39988
H: 3.48262 -0.46641 0.53430
Te: 1.47199 -1.90421 -3.29266
C: 0.71394 -0.85570 -4.94728
C: 0.98541 -1.06214 -6.27509
C: 0.28950 -0.17515 -7.15164
C: -0.50662 0.70685 -6.48511
S: -0.40076 0.44708 -4.79028
H: 1.67083 -1.83242 -6.61048
H: 0.38248 -0.19417 -8.23015
H: -1.14386 1.48260 -6.88449
C: 3.63132 3.13712 0.09214
C: 2.47372 2.88945 0.82419
C: 1.58278 1.90371 0.40242
C: 1.80308 1.12039 -0.74198
C: 2.96870 1.41121 -1.46184
C: 3.87061 2.39536 -1.06281
H: 4.33872 3.89148 0.42102
H: 2.27763 3.45506 1.73000
H: 0.68793 1.73076 0.99974
H: 3.18628 0.83822 -2.36015
H: 4.77111 2.57570 -1.64276

The calculation puts the maximum force at 0.61 eV/A. The value obtained for the total energy is -128629.289 eV. As for the charge: -2. The value obtained for the energy relative to the best compared isomer or geometry (same formula, charge and spin) is 0.0 kcal/mol. The value obtained for the HOMO energy is -1.77 eV.

Results of the Mulliken charge analysis, in e, for atoms 1 through 2:
1. Zn -0.172
2. C -0.411